Record 1
This record from the OMol25 dataset describes 3 unconnected molecules or ions with the total composition C3H10N3 at a distorted geometry. The level of theory is wB97M-V/def2-TZVPD.

Positions of all 16 atoms, in Å:
1 N 0.526931 1.057146 -0.645003
2 H -2.991383 1.417174 -0.586717
3 H 2.694797 -1.216000 -0.598757
4 H -0.410336 0.833664 2.416632
5 H -0.831389 1.111688 2.929810
6 H -2.852865 -2.142581 -0.342559
7 H 3.279921 0.324187 -0.421717
8 C -0.725240 0.664848 -0.637734
9 N 2.691818 -0.361449 0.052154
10 H 3.075506 -0.660291 0.884451
11 H 1.335885 0.415422 -0.214324
12 C -2.046873 0.880990 -0.550280
13 H -1.031567 -2.292721 -0.552835
14 N -1.636659 -0.443139 -0.421381
15 H 0.752585 2.074504 -0.946723
16 C -1.831129 -1.663442 -0.365022

Forces on atoms 1 to 2 (eV/Å):
0.640 0.723 -0.462
0.456 -0.159 -0.020

The total charge is +1.

---

Record 2
This record from the OMol25 dataset describes 2 unconnected molecules or ions with the total composition C3H10N3 at a distorted geometry. The level of theory is wB97M-V/def2-TZVPD.

Positions of all 16 atoms, in Å:
1 H -1.050582 -2.592933 -1.163715
2 N -0.959433 -1.646097 -0.882144
3 H -1.349183 -0.961746 -1.515290
4 N 0.726381 0.202844 2.430386
5 H 0.830205 2.001464 1.047026
6 C 0.207302 1.220874 1.334061
7 C 0.205438 -1.277826 -0.427730
8 H -0.857800 1.352605 1.206768
9 H 1.469201 -0.035767 1.779080
10 H 0.860993 -2.103447 -0.273027
11 H -1.138944 1.098680 -1.024802
12 N 0.579046 -0.019681 -0.191115
13 H 0.046383 0.491551 -2.216517
14 H 0.463323 1.870769 -1.231187
15 C -0.058231 0.900807 -1.200485
16 H 0.025900 -0.502097 2.328691

Forces on atoms 1 to 2 (eV/Å):
-0.271 -0.890 -0.308
-0.127 0.833 -1.670

The total charge is +1.

---

Record 3
This record from the OMol25 dataset describes 2 unconnected molecules or ions with the total composition C3H10N3. The level of theory is wB97M-V/def2-TZVPD.

Positions of all 16 atoms, in Å:
1 H -1.004679 1.467378 0.366952
2 H 1.964320 -0.559371 -2.895385
3 H -2.979111 0.556536 0.866900
4 N 1.360190 0.540329 0.975105
5 H -0.078968 -1.452075 -2.228168
6 H 1.765344 0.691813 -1.493451
7 C -2.176919 -0.172676 0.878226
8 C 0.206055 0.250204 1.382590
9 H -2.409910 -0.973450 0.178500
10 H -0.256178 -0.185143 -0.909531
11 H 2.052550 0.375782 1.703902
12 C 1.394402 -0.143228 -2.072539
13 H -2.115778 -0.592714 1.881801
14 N 0.285329 -0.650273 -1.722328
15 H -0.029829 -0.176998 2.358638
16 N -0.897018 0.470734 0.516333

Forces on atoms 1 to 2 (eV/Å):
0.044 -0.006 -0.125
-0.040 -0.013 -0.005

The total charge is +1.

---

Record 4
This record from the OMol25 dataset describes a molecular structure, C3H10N3 at a distorted geometry. The level of theory is wB97M-V/def2-TZVPD.

Positions of all 16 atoms, in Å:
1 H 0.948296 -0.659622 0.046335
2 H -0.032644 1.449004 1.475224
3 C 0.549488 0.614164 1.740011
4 C 1.460632 -0.038543 0.804738
5 N 0.131416 -0.076343 2.780232
6 H -2.184507 -2.121751 -3.320984
7 H -0.418329 0.365339 3.571043
8 H -0.957087 3.144447 -1.094394
9 H 2.115645 -0.769301 1.258016
10 N -1.236188 -1.884960 -3.009281
11 H 1.984768 0.715482 0.214329
12 H -0.722478 -1.375126 -3.736606
13 H -1.065816 3.867821 -0.784025
14 C -0.929343 -1.349258 -1.886573
15 H 0.693547 -0.937561 2.949081
16 N -0.337398 -0.943793 -1.007147

Forces on atoms 1 to 2 (eV/Å):
-0.626 0.607 0.364
-0.176 1.510 -0.075

The total charge is +1.

---

Record 5
This record from the OMol25 dataset describes 2 unconnected molecules or ions with the total composition C3H10N3 at a distorted geometry. The level of theory is wB97M-V/def2-TZVPD.

Positions of all 16 atoms, in Å:
1 H -2.018357 0.082323 -0.540988
2 C 0.572794 -0.871179 1.424300
3 H 0.841417 2.523859 -0.835465
4 H -0.002562 0.979489 -0.483133
5 N 0.240770 1.749530 -1.166843
6 H -0.164679 -1.730892 -0.232263
7 H -1.713916 0.464335 1.152617
8 N 1.642253 -1.622626 1.523448
9 H 0.254921 -0.169334 2.243759
10 C -1.659712 -0.357482 0.408224
11 H 0.027158 2.390276 -3.107220
12 H -0.750848 0.734809 -2.606223
13 H -2.410579 -1.119687 0.730728
14 H 2.255954 -1.158470 2.215398
15 N -0.267283 -0.902807 0.319695
16 C -0.184530 1.634429 -2.377742

Forces on atoms 1 to 2 (eV/Å):
0.331 -0.428 0.217
1.921 -1.032 1.269

The total charge is +1.

---

Record 6
This record from the OMol25 dataset describes a gas-phase ion, C3H10N3 (charge +1) at a distorted geometry. The level of theory is wB97M-V/def2-TZVPD.

Positions of all 16 atoms, in Å:
1 C 1.211909 -0.148532 -0.135136
2 H 1.925113 1.716005 -0.098940
3 H 0.536005 1.378858 -1.104742
4 H -3.078353 0.693837 0.097445
5 H 2.200822 -1.461073 1.205401
6 H 2.285252 -1.750077 -0.388364
7 C 2.332981 -1.032902 0.297326
8 H -1.746320 1.176164 0.944638
9 H -2.199356 -0.994194 -0.999340
10 N 1.207557 1.115254 -0.422182
11 H 3.142392 -0.411317 0.524097
12 N -0.319463 -1.144819 -0.286627
13 H -2.193318 -0.539745 1.235196
14 H -1.386174 0.289654 -1.274553
15 N -1.441827 -0.439096 -0.635195
16 C -2.181211 0.250517 0.521936

Forces on atoms 1 to 2 (eV/Å):
-5.647 -3.806 -0.092
0.856 0.844 -0.187

The total charge is +1.

---

Summary of LUMO in eV
-3.016 -5.538 -4.511 -4.582 -5.661 -3.802
(order as listed above)
Summary of energy relative to the best compared isomer or geometry (same formula, charge and spin) in eV
5.672 4.915 2.170 3.746 3.023 6.446
(order as listed above)
Summary of orbital gap in hartree
0.37256 0.32807 0.35393 0.34107 0.26441 0.32883
(order as listed above)